# 1
{"formula": "C6H17N4O", "method": "the ωB97M-V functional and the def2-TZVPD basis", "e_above_lowest_kcal_mol": 1.5, "homo_ev": -13.429, "e_lumo_ev": -2.498, "mol_weight_g_mol": 161.23, "homo_lumo_gap_ev": 10.931, "charge": 1, "e_tot_ha": -532.90503, "symbols": ["C", "C", "C", "N", "N", "N", "H", "H", "H", "H", "H", "H", "H", "H", "H", "H", "C", "C", "C", "O", "N", "H", "H", "H", "H", "H", "H", "H"], "positions_angstrom": [[1.096, 1.643, -0.252], [2.614, 1.687, -0.503], [1.116, 0.490, 1.910], [0.673, 0.624, 0.687], [1.512, 1.616, 2.583], [1.286, -0.704, 2.452], [0.776, 2.670, -0.073], [0.618, 1.483, -1.222], [3.080, 0.700, -0.516], [3.099, 2.226, 0.303], [0.198, -0.178, 0.285], [2.124, 1.404, 3.359], [0.777, 2.254, 2.852], [0.912, -1.476, 1.914], [1.214, -0.849, 3.450], [2.786, 2.064, -1.502], [-1.467, -1.942, -1.433], [-1.193, -0.886, -2.528], [-2.146, -1.344, -0.228], [-1.530, -0.927, 0.760], [-3.474, -1.180, -0.317], [-2.135, -2.717, -1.829], [-0.610, -2.520, -1.093], [-1.212, -1.347, -3.500], [-0.180, -0.513, -2.376], [-4.024, -0.842, 0.464], [-3.980, -1.347, -1.168], [-1.930, -0.089, -2.481]], "forces_ev_per_angstrom": [[0.685, 1.026, -1.462], [-0.295, -0.813, 0.410], [0.138, 1.074, 0.061], [-0.060, -0.113, -0.403], [0.350, -0.525, 0.447], [-0.541, -0.940, 0.040], [-0.218, -0.177, 0.888], [-0.189, -0.682, 0.323], [-0.290, -0.223, 0.073], [0.255, 0.411, -0.272], [-0.286, -0.009, 0.277], [-0.043, 0.147, 0.105], [-0.028, 0.235, -0.387], [0.187, -0.101, -0.003], [0.090, 0.318, -0.034], [0.215, 0.644, 0.065], [-0.910, -0.678, -0.253], [0.571, -0.512, 0.840], [0.086, 0.770, 0.400], [0.189, -0.637, -0.283], [-0.628, -0.044, 0.083], [-0.037, 0.198, -0.038], [0.357, 0.377, -0.078], [-0.069, -0.103, -0.376], [-0.122, 0.416, -0.132], [0.442, 0.083, -0.139], [0.068, -0.277, -0.053], [0.084, 0.133, -0.098]], "nbo_charge": [-0.238, -0.627, 0.692, -0.538, -0.808, -0.742, 0.220, 0.223, 0.212, 0.224, 0.446, 0.402, 0.423, 0.423, 0.421, 0.237, -0.508, -0.602, 0.693, -0.699, -0.793, 0.228, 0.231, 0.236, 0.203, 0.417, 0.405, 0.219]}

# 2
{"formula": "C6H17N4O2S", "method": "the ωB97M-V functional and the def2-TZVPD basis", "e_above_lowest_kcal_mol": 51.9, "homo_ev": -11.757, "e_lumo_ev": -2.793, "mol_weight_g_mol": 209.30, "homo_lumo_gap_ev": 8.965, "charge": 1, "e_tot_ha": -1006.14094, "symbols": ["C", "C", "C", "C", "C", "C", "N", "N", "N", "N", "O", "O", "S", "H", "H", "H", "H", "H", "H", "H", "H", "H", "H", "H", "H", "H", "H", "H", "H", "H"], "positions_angstrom": [[1.876, -1.165, 0.500], [1.563, 0.724, -1.148], [2.423, 0.004, 1.331], [1.834, 1.855, -0.127], [-3.811, 0.074, -1.054], [0.089, -2.413, -1.235], [1.078, -0.542, -0.503], [-2.691, 0.681, -0.388], [0.327, -1.162, -1.330], [1.639, 1.274, 1.223], [-3.189, -0.612, 1.746], [-0.765, 0.446, 1.178], [-1.920, -0.385, 0.695], [2.841, -1.747, 0.224], [1.118, -1.765, 1.040], [0.818, 1.083, -1.853], [2.536, 0.381, -1.580], [2.554, -0.180, 2.354], [3.409, 0.305, 0.877], [2.858, 2.130, -0.146], [1.309, 2.738, -0.255], [-4.408, 0.779, -1.569], [-3.527, -0.553, -1.894], [-4.333, -0.658, -0.415], [0.561, -2.938, -0.385], [-3.772, 0.079, 2.107], [-0.803, -2.797, -1.732], [-2.106, 1.219, -0.981], [0.570, 1.185, 1.291], [1.922, 1.958, 2.029]], "forces_ev_per_angstrom": [[0.471, 0.176, 0.868], [1.247, -0.917, 0.973], [1.009, 0.945, -1.469], [1.343, -2.084, 0.421], [-0.007, -2.002, -0.869], [-0.122, 0.113, 1.435], [2.121, 3.120, -0.490], [-0.382, -0.900, 1.941], [-2.697, -1.865, -2.149], [-1.006, 2.000, 1.704], [1.215, -0.075, -0.469], [-2.494, -0.694, 0.219], [-0.181, 1.283, 0.124], [-1.838, 0.356, -0.093], [0.976, -0.072, 0.250], [0.262, -0.572, -0.249], [-0.756, 0.991, -0.471], [0.218, -0.647, 1.373], [-0.729, -0.435, 0.728], [1.097, 0.308, -0.328], [-1.564, 1.435, -0.184], [-1.064, 1.032, 0.361], [0.654, -0.356, -0.258], [-0.192, 1.022, -0.017], [-0.376, -0.456, -0.788], [0.527, 0.485, -0.397], [0.694, -0.131, -0.254], [0.933, 0.254, -0.268], [1.066, -0.817, 0.358], [-0.424, -1.496, -2.003]], "nbo_charge": [-0.266, -0.236, -0.216, -0.229, -0.454, -0.203, -0.244, -0.827, -0.230, -0.537, -0.899, -1.016, 1.692, 0.220, 0.233, 0.252, 0.209, 0.237, 0.209, 0.211, 0.228, 0.228, 0.189, 0.228, 0.154, 0.517, 0.210, 0.404, 0.494, 0.442]}

# 3
{"formula": "C6H17N4O3P", "method": "the ωB97M-V functional and the def2-TZVPD basis", "homo_ev": -7.936, "e_lumo_ev": 0.558, "mol_weight_g_mol": 224.20, "homo_lumo_gap_ev": 8.494, "smiles": "C/N=C(\\N)NCCC[C@@H](N)P(=O)(O)O", "e_tot_ha": -1024.91223, "symbols": ["C", "N", "C", "N", "N", "C", "C", "C", "C", "N", "P", "O", "O", "O", "H", "H", "H", "H", "H", "H", "H", "H", "H", "H", "H", "H", "H", "H", "H", "H", "H"], "positions_angstrom": [[-3.881, -1.743, 2.200], [-2.856, -1.224, 1.277], [-1.713, -1.633, 1.237], [-1.247, -2.705, 1.829], [-0.981, -1.100, 0.327], [0.332, -1.517, -0.251], [0.694, -0.866, -1.694], [0.707, 0.690, -1.728], [1.779, 1.272, -0.799], [3.168, 0.999, -1.422], [1.317, 3.145, -0.347], [0.976, 3.948, -1.499], [0.026, 3.108, 0.582], [2.644, 3.729, 0.386], [-3.521, -2.116, 3.179], [-4.446, -2.564, 1.803], [-4.698, -1.051, 2.415], [-0.257, -2.805, 1.581], [-1.651, -2.974, 2.701], [-1.441, -0.245, -0.078], [0.173, -2.528, -0.296], [1.255, -1.517, 0.399], [1.826, -1.163, -1.808], [0.053, -1.242, -2.502], [0.672, 0.980, -2.806], [-0.338, 1.124, -1.450], [1.727, 0.787, 0.173], [3.226, 1.421, -2.316], [3.248, -0.006, -1.461], [-0.073, 4.083, 0.670], [3.281, 3.711, -0.302]], "forces_ev_per_angstrom": [[0.793, 0.089, 0.110], [-7.088, 2.433, 1.892], [-0.726, -1.915, 0.407], [2.813, -2.260, 0.626], [4.585, 5.033, -5.130], [-0.272, 1.958, -0.132], [1.480, -0.289, 2.004], [-2.973, 0.137, 0.272], [0.377, 1.164, -1.116], [-1.626, 1.054, 2.785], [1.667, -2.575, -1.376], [-0.001, 0.992, -1.830], [1.306, 0.460, 1.115], [-2.283, -0.686, 1.521], [0.136, 0.287, -0.134], [0.011, -0.876, -0.704], [0.541, 0.609, -0.040], [-0.666, -0.740, 1.411], [0.322, -0.325, 0.276], [0.879, -1.453, 0.618], [0.060, -2.905, -1.279], [-0.885, 1.056, -0.075], [-2.341, 0.042, -0.373], [0.371, -0.168, 0.355], [1.046, 0.171, 0.811], [1.476, -0.909, 0.018], [0.163, -0.287, 0.008], [-0.083, 0.125, -1.017], [0.275, 0.095, -0.283], [-0.878, -0.480, 0.298], [1.519, 0.164, -1.037]], "nbo_charge": [-0.436, -0.581, 0.548, -0.826, -0.609, -0.230, -0.386, -0.450, -0.366, -0.837, 2.282, -1.121, -0.947, -0.964, 0.148, 0.184, 0.201, 0.381, 0.405, 0.416, 0.192, 0.171, 0.188, 0.228, 0.238, 0.216, 0.220, 0.364, 0.360, 0.507, 0.505]}

# 4
{"formula": "C6H17NO", "method": "the ωB97M-V functional and the def2-TZVPD basis", "e_above_lowest_kcal_mol": 2.5, "homo_ev": -9.684, "e_lumo_ev": 0.950, "mol_weight_g_mol": 119.21, "homo_lumo_gap_ev": 10.634, "smiles": "CC(C)C[C@H](C)N.O", "e_tot_ha": -368.79688, "symbols": ["C", "C", "C", "C", "C", "C", "N", "H", "H", "H", "H", "H", "H", "H", "H", "H", "H", "H", "H", "H", "H", "H", "O", "H", "H"], "positions_angstrom": [[0.596, -0.797, -2.152], [1.278, -0.624, -0.797], [2.049, -1.897, -0.434], [0.222, -0.368, 0.306], [-0.566, 0.913, 0.161], [0.215, 2.139, -0.296], [-1.203, 1.159, 1.491], [1.199, -1.303, -2.908], [0.446, 0.200, -2.592], [-0.391, -1.253, -2.069], [1.982, 0.207, -0.809], [1.363, -2.729, -0.258], [2.671, -1.784, 0.455], [2.707, -2.148, -1.259], [0.790, -0.348, 1.237], [-0.349, -1.296, 0.360], [-1.437, 0.750, -0.478], [-0.261, 3.040, 0.077], [0.361, 2.244, -1.376], [1.230, 2.076, 0.115], [-0.532, 1.523, 2.162], [-1.961, 1.825, 1.400], [-3.753, -0.592, 2.282], [-3.643, -0.971, 3.166], [-3.012, 0.036, 2.217]], "forces_ev_per_angstrom": [[0.118, 1.236, -0.496], [-0.451, -0.816, 0.471], [0.002, 0.206, -0.056], [1.641, -0.318, -0.660], [-1.389, 0.103, 0.945], [0.796, -0.310, -0.082], [-0.147, -0.206, -0.106], [0.026, -0.330, 0.264], [-0.267, -0.157, 0.086], [0.107, -0.249, 0.007], [0.066, 0.074, -0.229], [0.040, -0.006, -0.096], [-0.079, 0.103, 0.085], [0.172, -0.253, -0.117], [-0.056, 0.264, 0.286], [-0.641, 0.358, 0.050], [0.180, -0.045, -0.340], [-0.062, 0.142, -0.027], [-0.252, -0.203, 0.048], [-0.112, 0.265, 0.162], [-0.063, -0.003, -0.127], [0.201, 0.224, 0.001], [0.237, 0.164, 0.422], [-0.118, 0.049, -0.301], [0.051, -0.292, -0.191]], "nbo_charge": [-0.619, -0.215, -0.599, -0.394, -0.058, -0.631, -0.856, 0.211, 0.205, 0.208, 0.193, 0.201, 0.205, 0.205, 0.197, 0.217, 0.194, 0.214, 0.216, 0.202, 0.355, 0.358, -0.957, 0.462, 0.486]}